DFT (wB97M-V/def2-TZVPD) results for a 11-piece molecular cluster, C33H92N14O15 overall at a distorted geometry.

gap between HOMO and LUMO = 8.03 eV
SMILES = COCCNCCOC.COCCNCCOC.COCCNCCOC.COCCNCCOC.NC(N)=O.NC(N)=O.NC(N)=O.NC(N)=O.NC(N)=O.CCO.CCO
relative energy (zero: lowest compared OMol25 entry of this formula, charge and spin) = 1.237 eV

Bonds (Å) are listed after each position.
Geometry (Å):
1 O 5.837 -1.845 -1.337  C38 1.421, H64 0.961
2 O 0.024 0.863 6.050  C59 1.404, C62 1.437
3 O -10.660 0.212 4.809  C53 1.405, C55 1.430
4 O -2.406 -1.624 -3.445  C44 1.230
5 O -0.719 -4.881 0.058  C52 1.416, C56 1.430
6 O -4.635 0.276 2.620  C30 1.425, C50 1.407
7 O 0.732 -11.606 -2.095  C36 1.405, C46 1.423
8 O 2.326 4.846 -0.955  C40 1.415, C58 1.401
9 O 0.758 0.427 -1.603  C47 1.423, H133 0.982
10 O -2.141 3.292 2.183  C35 1.414, C43 1.435
11 O 3.423 0.676 1.552  C37 1.233
12 O -3.137 2.730 -1.843  C32 1.226
13 O 4.871 7.365 -4.211  C39 1.426, C54 1.405
14 O 3.111 1.297 -2.501  C34 1.231
15 O 2.089 -3.143 -4.034  C45 1.238
16 N -0.120 -1.330 -3.746  C44 1.369, H67 1.013, H80 1.013
17 N 4.284 -2.748 -3.494  C45 1.366, H94 1.008, H117 1.018
18 N -3.290 0.453 -1.945  C32 1.363, H72 1.006, H82 1.024
19 N 2.446 7.551 -2.609  C41 1.451, C42 1.487, H97 1.014
20 N 4.189 1.062 -4.497  C34 1.360, H90 1.005, H131 1.002
21 N -7.318 1.074 3.488  C31 1.440, C51 1.459, H115 1.004
22 N 3.314 2.705 2.482  C37 1.360, H93 1.012, H118 1.004
23 N -1.170 -3.137 -4.597  C44 1.367, H111 1.003, H141 1.005
24 N -2.191 1.604 -3.587  C32 1.374, H143 1.002, H145 1.007
25 N 2.995 2.962 -4.051  C34 1.369, H112 1.007, H146 1.000
26 N 0.315 2.252 3.268  C48 1.465, C57 1.442, H125 1.017
27 N 2.630 -1.809 -2.254  C45 1.360, H106 1.006, H138 1.008
28 N 4.845 2.377 0.835  C37 1.366, H73 1.002, H147 0.998
29 N 0.161 -8.535 -0.191  C33 1.469, C49 1.459, H130 1.016
30 C -4.956 1.588 3.076  O6 1.425, C51 1.547, H114 1.091, H135 1.090
31 C -8.486 1.151 4.327  N21 1.440, C55 1.528, H109 1.098, H140 1.092
32 C -2.929 1.674 -2.430  O12 1.226, N18 1.363, N24 1.374
33 C 0.559 -9.307 -1.375  N29 1.469, C46 1.512, H79 1.091, H108 1.095
34 C 3.463 1.763 -3.586  O14 1.231, N20 1.360, N25 1.369
35 C -1.340 4.008 3.102  O10 1.414, C48 1.524, H87 1.095, H151 1.100
36 C 0.617 -12.961 -1.739  O7 1.405, H91 1.100, H116 1.090, H153 1.092
37 C 3.897 1.811 1.639  O11 1.233, N22 1.360, N28 1.366
38 C 5.854 -2.776 -0.263  O1 1.421, C61 1.528, H76 1.100, H99 1.094
39 C 3.571 7.019 -4.687  O13 1.426, C41 1.505, H101 1.097, H119 1.096
40 C 2.319 6.175 -0.472  O8 1.415, C42 1.542, H124 1.092, H137 1.098
41 C 2.849 6.468 -3.487  N19 1.451, C39 1.505, H92 1.094, H121 1.096
42 C 1.635 7.183 -1.419  N19 1.487, C40 1.542, H84 1.090, H126 1.092
43 C -2.685 3.968 1.039  O10 1.435, H81 1.088, H105 1.089, H144 1.093
44 C -1.323 -1.958 -3.923  O4 1.230, N16 1.369, N23 1.367
45 C 2.938 -2.638 -3.286  O15 1.238, N17 1.366, N27 1.360
46 C 0.624 -10.758 -0.957  O7 1.423, C33 1.512, H85 1.099, H95 1.096
47 C 1.026 0.372 -0.207  O9 1.423, C60 1.526, H96 1.096, H110 1.094
48 C -0.718 2.965 4.023  N26 1.465, C35 1.524, H70 1.095, H150 1.088
49 C 0.415 -7.119 -0.430  N29 1.459, C56 1.577, H78 1.087, H148 1.096
50 C -3.745 0.342 1.531  O6 1.407, H102 1.097, H120 1.101, H123 1.088
51 C -6.074 1.471 4.139  N21 1.459, C30 1.547, H69 1.093, H136 1.095
52 C 0.179 -4.398 -0.923  O5 1.416, H88 1.094, H128 1.099, H134 1.090
53 C -10.697 -0.550 5.988  O3 1.405, H63 1.086, H66 1.097, H75 1.101
54 C 5.690 7.715 -5.297  O13 1.405, H71 1.102, H74 1.095, H77 1.088
55 C -9.508 0.072 3.973  O3 1.430, C31 1.528, H89 1.094, H129 1.093
56 C -0.409 -6.190 0.541  O5 1.430, C49 1.577, H83 1.093, H103 1.090
57 C 0.565 0.898 3.696  N26 1.442, C62 1.530, H107 1.101, H139 1.102
58 C 1.095 4.180 -0.903  O8 1.401, H98 1.093, H127 1.094, H142 1.099
59 C -0.304 -0.383 6.608  O2 1.404, H68 1.093, H104 1.096, H113 1.096
60 C -0.274 -0.184 0.364  C47 1.526, H100 1.097, H149 1.090, H154 1.091
61 C 4.568 -2.665 0.554  C38 1.528, H86 1.088, H122 1.094, H152 1.087
62 C 1.119 0.821 5.120  O2 1.437, C57 1.530, H65 1.091, H132 1.095
63 H -11.653 -0.374 6.473  C53 1.086
64 H 6.702 -1.426 -1.335  O1 0.961
65 H 1.773 1.589 5.534  C62 1.091
66 H -10.462 -1.601 5.777  C53 1.097
67 H 0.000 -0.579 -3.076  N16 1.013
68 H -0.430 -1.225 5.924  C59 1.093
69 H -6.108 2.474 4.574  C51 1.093
70 H -1.567 2.295 4.193  C48 1.095
71 H 6.052 6.804 -5.802  C54 1.102
72 H -3.671 0.545 -1.019  N18 1.006
73 H 5.230 1.821 0.096  N28 1.002
74 H 5.185 8.221 -6.127  C54 1.095
75 H -9.937 -0.369 6.764  C53 1.101
76 H 5.984 -3.769 -0.717  C38 1.100
77 H 6.579 8.254 -4.977  C54 1.088
78 H 0.229 -6.793 -1.450  C49 1.087
79 H -0.244 -9.250 -2.111  C33 1.091
80 H 0.653 -1.937 -3.992  N16 1.013
81 H -3.571 3.474 0.649  C43 1.088
82 H -2.996 -0.443 -2.344  N18 1.024
83 H 0.102 -6.101 1.504  C56 1.093
84 H 0.629 6.833 -1.648  C42 1.090
85 H 1.440 -10.963 -0.250  C46 1.099
86 H 3.691 -3.153 0.132  C61 1.088
87 H -1.815 4.821 3.661  C35 1.095
88 H -0.285 -4.618 -1.889  C52 1.094
89 H -9.126 -0.954 4.000  C55 1.094
90 H 4.268 0.070 -4.356  N20 1.005
91 H 1.395 -13.218 -1.005  C36 1.100
92 H 1.937 5.934 -3.768  C41 1.094
93 H 2.410 2.525 2.901  N22 1.012
94 H 4.462 -3.444 -4.201  N17 1.008
95 H -0.291 -11.040 -0.423  C46 1.096
96 H 1.207 1.316 0.319  C47 1.096
97 H 3.273 7.980 -2.209  N19 1.014
98 H 0.267 4.800 -1.255  C58 1.093
99 H 6.726 -2.635 0.383  C38 1.094
100 H -0.028 -0.528 1.376  C60 1.097
101 H 3.639 6.314 -5.525  C39 1.097
102 H -2.987 1.133 1.584  C50 1.097
103 H -1.335 -6.728 0.751  C56 1.090
104 H 0.363 -0.571 7.456  C59 1.096
105 H -1.968 4.031 0.222  C43 1.089
106 H 1.708 -1.546 -1.948  N27 1.006
107 H 1.312 0.409 3.052  C57 1.101
108 H 1.538 -8.981 -1.743  C33 1.095
109 H -8.251 0.925 5.376  C31 1.098
110 H 1.877 -0.301 -0.065  C47 1.094
111 H -1.983 -3.686 -4.808  N23 1.003
112 H 2.395 3.417 -3.382  N25 1.007
113 H -1.280 -0.343 7.103  C59 1.096
114 H -5.450 2.229 2.344  C30 1.091
115 H -7.292 0.368 2.775  N21 1.004
116 H 0.930 -13.527 -2.616  C36 1.090
117 H 4.949 -2.540 -2.751  N17 1.018
118 H 3.542 3.680 2.404  N22 1.004
119 H 3.063 7.916 -5.056  C39 1.096
120 H -4.331 0.760 0.698  C50 1.101
121 H 3.544 5.788 -2.982  C41 1.096
122 H 4.753 -3.249 1.460  C61 1.094
123 H -3.231 -0.564 1.218  C50 1.088
124 H 3.377 6.402 -0.323  C40 1.092
125 H -0.032 2.224 2.312  N26 1.017
126 H 1.570 8.196 -1.018  C42 1.092
127 H 1.074 3.245 -1.470  C58 1.094
128 H 0.105 -3.303 -0.967  C52 1.099
129 H -9.944 0.186 2.977  C55 1.093
130 H 0.817 -8.875 0.506  N29 1.016
131 H 4.719 1.574 -5.176  N20 1.002
132 H 1.634 -0.143 5.195  C62 1.095
133 H 1.502 0.837 -2.096  O9 0.982
134 H 1.241 -4.552 -0.730  C52 1.090
135 H -4.141 2.024 3.654  C30 1.090
136 H -5.845 0.775 4.953  C51 1.095
137 H 1.896 6.378 0.521  C40 1.098
138 H 3.420 -1.206 -2.088  N27 1.008
139 H -0.173 0.101 3.513  C57 1.102
140 H -8.943 2.141 4.269  C31 1.092
141 H -0.275 -3.487 -4.891  N23 1.005
142 H 0.798 3.779 0.076  C58 1.099
143 H -2.051 2.480 -4.054  N24 1.002
144 H -3.035 4.927 1.430  C43 1.093
145 H -2.178 0.689 -4.006  N24 1.007
146 H 3.065 3.175 -5.025  N25 1.000
147 H 4.995 3.358 0.946  N28 0.998
148 H 1.464 -6.898 -0.200  C49 1.096
149 H -1.122 0.498 0.427  C60 1.090
150 H -0.380 3.487 4.916  C48 1.088
151 H -0.582 4.545 2.513  C35 1.100
152 H 4.382 -1.621 0.791  C61 1.087
153 H -0.336 -13.280 -1.312  C36 1.092
154 H -0.637 -1.048 -0.196  C60 1.091